Density functional theory data (ωB97M-V with the def2-TZVPD basis set) for a molecular structure, C34H37F9O23S3.

Calculated values
HOMO = -0.3191 Eh
E_LUMO = 0.18 eV
gap between HOMO and LUMO = 8.8597 eV
energy relative to the best compared isomer or geometry (same formula, charge and spin) = 0.0 kJ/mol

Each line ends with the Löwdin charge.
Element x y z (Å)
C1 0.7747 -2.6667 1.0147  -0.06
C2 1.9481 -1.9397 1.6108  -0.21
C3 2.6050 -2.4948 2.7023  -0.04
C4 3.6778 -1.8604 3.3057  -0.08
C5 4.0884 -0.6304 2.8259  -0.08
C6 3.4415 -0.0595 1.7427  -0.02
C7 2.3810 -0.7002 1.1088  -0.13
C8 1.5933 -0.1423 -0.0702  -0.03
C9 2.1766 0.9175 -1.0265  -0.31
C10 1.9293 0.4025 -2.4650  -0.39
F1 0.6072 0.1705 -2.6639  0.12
F2 2.2933 1.3509 -3.3637  0.13
C11 2.7540 -0.8933 -2.7584  -0.25
F3 1.8937 -1.9520 -2.8176  0.08
F4 3.3627 -0.7934 -3.9571  0.11
O1 3.6157 1.1144 -0.9791  -0.12
S1 3.9916 2.5948 -0.5305  0.59
O2 4.9622 2.6034 0.5036  -0.21
O3 4.2500 3.4067 -1.6694  -0.20
O4 2.5794 2.8962 0.1040  -0.17
C12 1.6411 2.3598 -0.8880  -0.53
S2 -0.0630 2.7241 -0.5897  1.07
C13 -0.2443 2.5196 1.2002  -0.32
C14 -1.5893 3.1298 1.5917  -0.56
O5 -1.7212 4.2981 1.7597  0.16
O6 -2.5927 2.2581 1.7967  0.04
C15 -2.7434 1.2141 0.8297  -0.15
C16 -4.1939 0.7980 0.7100  -0.30
C17 -4.3060 -0.2843 -0.3745  -0.01
O7 -4.7737 0.4398 1.9609  0.02
C18 -4.0870 -0.3904 2.8068  -0.56
O8 -3.5425 0.0380 3.7725  0.16
C19 -4.1091 -1.8507 2.4599  -0.42
S3 -2.4712 -2.3622 1.8848  0.84
H1 0.9603 -2.9931 -0.0086  0.09
H2 0.4894 -3.5066 1.6418  0.08
H3 -0.0961 -2.0091 0.9820  0.01
H4 2.2722 -3.4513 3.0841  0.11
H5 4.1925 -2.3011 4.1480  0.11
H6 4.9164 -0.0962 3.2699  0.10
H7 3.7847 0.9032 1.4233  0.07
H8 0.6641 0.2669 0.3273  0.10
H9 1.2809 -0.9927 -0.6724  0.10
H10 3.4900 -1.1008 -1.9831  0.17
H11 1.8570 2.9125 -1.8025  0.11
H12 -0.2172 1.4788 1.5163  0.08
H13 0.5362 3.0584 1.7301  0.11
H14 -2.1221 0.3458 1.0841  0.11
H15 -2.4304 1.5426 -0.1611  0.11
H16 -4.7474 1.6690 0.3617  0.16
H17 -4.4644 -1.2768 0.0350  0.05
H18 -3.3965 -0.3298 -0.9748  0.07
H19 -5.1194 -0.0777 -1.0666  0.08
H20 -4.3881 -2.4600 3.3126  0.09
H21 -4.8356 -2.0122 1.6691  0.06
H22 -2.5633 -2.2550 0.5572  -0.14
C20 -0.9948 -2.6552 -4.4109  -0.03
C21 -2.0408 -1.5574 -4.3936  -0.30
O9 -2.5596 -1.6651 -3.0776  0.14
C22 -1.5840 -2.1770 -2.2913  -0.53
O10 -1.6011 -2.1492 -1.1035  0.12
O11 -0.5936 -2.6956 -3.0358  0.06
F5 -3.0391 -1.7644 -5.2791  0.08
H23 -1.4387 -3.6122 -4.6878  0.15
H24 -0.1435 -2.4430 -5.0505  0.14
H25 -1.6459 -0.5507 -4.5392  0.18
C23 4.6682 2.5133 7.1859  -0.05
C24 4.9310 2.9425 5.7570  -0.31
O12 4.4493 1.8359 5.0205  0.11
C25 3.4759 1.2240 5.7588  -0.54
O13 2.7093 0.4291 5.3431  0.19
O14 3.5182 1.6770 7.0362  0.07
F6 6.2495 3.1118 5.5012  0.08
H26 5.5015 1.9251 7.5726  0.14
H27 4.4566 3.3385 7.8592  0.14
H28 4.3951 3.8401 5.4444  0.17
C26 -6.8522 -6.2925 0.3495  -0.05
C27 -7.0432 -4.9324 0.9885  -0.32
O15 -5.7560 -4.6632 1.5077  0.11
C28 -4.8402 -5.3338 0.7446  -0.54
O16 -3.6783 -5.1338 0.7553  0.17
O17 -5.4745 -6.2502 -0.0297  0.07
F7 -7.9407 -4.9576 2.0011  0.08
H29 -7.0076 -7.0880 1.0793  0.14
H30 -7.4832 -6.4606 -0.5183  0.14
H31 -7.3221 -4.1382 0.2935  0.17
C29 7.9666 4.5585 -0.5757  -0.04
C30 8.7374 3.5099 0.1944  -0.31
O18 9.6647 4.2942 0.9222  0.13
C31 9.1099 5.5256 1.1165  -0.55
O19 9.5077 6.3306 1.8851  0.18
O20 8.0353 5.6822 0.3091  0.07
F8 9.4107 2.6596 -0.6193  0.07
H32 8.4583 4.8112 -1.5161  0.15
H33 6.9358 4.2768 -0.7740  0.12
H34 8.1341 2.9259 0.8907  0.17
C32 -6.9563 0.9542 -6.7810  -0.05
C33 -5.6225 0.3262 -7.1312  -0.31
O21 -4.9469 0.3525 -5.8900  0.12
C34 -5.8813 0.3147 -4.8986  -0.55
O22 -5.6500 0.0809 -3.7629  0.18
O23 -7.1072 0.5766 -5.4087  0.08
F9 -4.9296 1.0555 -8.0369  0.08
H35 -6.9054 2.0409 -6.8588  0.15
H36 -7.7860 0.5813 -7.3738  0.14
H37 -5.6832 -0.7050 -7.4832  0.17